DFT (the ωB97M-V functional and the def2-TZVPD basis) results for a molecular structure, C48H73BrN4O40P in a non-equilibrium geometry.

Values from the calculation:
charge	+1
HOMO-LUMO gap	8.6931	eV

CARTESIAN COORDINATES (ANGSTROEM)
C  2.159  3.199  -0.188
C  2.158  2.482  -1.549
C  1.603  1.050  -1.445
C  0.081  1.112  -1.468
C  -0.555  -0.262  -1.160
C  -1.636  -0.324  -0.087
P  -1.470  0.696  1.407
O  -2.411  0.238  2.442
O  -1.665  2.239  1.094
O  0.035  0.495  1.896
C  -1.819  -1.825  0.232
N  -3.238  -2.057  0.575
Br  -3.622  -2.550  2.380
C  -3.856  -0.915  0.159
N  -5.118  -0.666  0.376
C  -5.742  0.578  -0.081
C  -6.078  0.441  -1.573
O  -5.426  1.044  -2.409
N  -7.184  -0.410  -1.838
C  -6.779  -1.704  -2.412
C  -8.221  0.272  -2.623
N  -3.046  -0.016  -0.517
H  3.102  3.032  0.321
H  2.034  4.266  -0.365
H  1.323  2.881  0.437
H  1.487  3.027  -2.213
H  3.171  2.478  -1.936
H  1.986  0.513  -2.306
H  1.977  0.597  -0.526
H  -0.189  1.371  -2.489
H  -0.263  1.905  -0.813
H  0.244  -0.923  -0.824
H  -0.920  -0.698  -2.090
H  -0.800  2.673  1.128
H  -0.010  0.445  2.860
H  -1.069  -2.347  0.813
H  -1.729  -2.286  -0.756
H  -5.662  -1.359  0.865
H  -6.689  0.655  0.444
H  -5.118  1.439  0.119
H  -6.663  -2.434  -1.611
H  -5.829  -1.660  -2.947
H  -7.563  -2.076  -3.059
H  -9.185  -0.145  -2.339
H  -8.104  0.147  -3.699
H  -8.268  1.329  -2.382
H  -3.125  -0.128  -1.527
C  -3.462  4.460  3.681
C  -4.092  3.525  2.675
O  -5.491  3.650  2.977
C  -5.687  4.846  3.581
O  -6.752  5.321  3.806
O  -4.506  5.427  3.893
H  -2.564  4.942  3.310
H  -3.241  3.967  4.622
H  -3.927  3.845  1.644
H  -3.761  2.496  2.786
C  3.795  -0.643  3.940
C  3.138  -1.248  2.718
O  3.304  -0.224  1.736
C  4.367  0.542  2.107
O  4.865  1.373  1.429
O  4.771  0.222  3.361
H  4.268  -1.380  4.583
H  3.101  -0.043  4.534
H  3.644  -2.152  2.376
H  2.082  -1.465  2.869
C  -6.891  8.755  2.341
C  -6.265  8.726  3.718
O  -5.839  10.083  3.886
C  -6.595  10.869  3.080
O  -6.604  12.053  3.106
O  -7.339  10.109  2.237
H  -7.723  8.065  2.237
H  -6.165  8.564  1.548
H  -6.987  8.480  4.498
H  -5.422  8.045  3.790
C  -1.987  -4.416  7.239
C  -1.328  -5.479  6.386
O  -2.245  -5.582  5.279
C  -2.921  -4.432  5.196
O  -3.644  -4.146  4.279
O  -2.700  -3.642  6.252
H  -1.278  -3.794  7.774
H  -2.701  -4.823  7.945
H  -0.352  -5.175  6.003
H  -1.228  -6.435  6.890
C  -6.378  -5.861  5.527
C  -5.914  -5.507  6.926
O  -6.720  -6.359  7.740
C  -7.117  -7.420  6.987
O  -7.656  -8.383  7.411
O  -6.804  -7.217  5.681
H  -5.592  -5.789  4.780
H  -7.230  -5.258  5.207
H  -4.862  -5.757  7.091
H  -6.074  -4.469  7.181
C  -5.105  -0.551  8.804
C  -6.129  -1.653  8.632
O  -5.305  -2.827  8.599
C  -4.146  -2.545  9.239
O  -3.328  -3.357  9.530
O  -4.047  -1.225  9.498
H  -5.471  0.288  9.389
H  -4.721  -0.185  7.850
H  -6.814  -1.729  9.477
H  -6.704  -1.564  7.714
C  -0.147  3.493  7.180
C  1.181  3.310  6.476
O  0.778  2.739  5.219
C  -0.502  3.095  4.990
O  -1.073  2.927  3.956
O  -1.051  3.665  6.078
H  -0.173  4.359  7.834
H  -0.449  2.609  7.744
H  1.689  4.255  6.283
H  1.858  2.642  7.000
C  0.174  0.831  -5.833
C  1.149  0.692  -6.984
O  2.408  0.889  -6.334
C  2.271  0.582  -5.028
O  3.178  0.480  -4.268
O  0.961  0.404  -4.712
H  -0.708  0.205  -5.941
H  -0.137  1.865  -5.671
H  1.136  -0.304  -7.429
H  1.001  1.434  -7.764
C  6.754  -1.283  -6.257
C  5.282  -0.968  -6.145
O  4.748  -1.594  -7.325
C  5.588  -2.581  -7.696
O  5.330  -3.402  -8.519
O  6.739  -2.524  -6.997
H  7.239  -1.417  -5.297
H  7.297  -0.540  -6.832
H  4.816  -1.423  -5.270
H  5.071  0.094  -6.144
C  10.495  2.274  -6.049
C  9.632  3.028  -7.034
O  8.379  2.334  -6.924
C  8.332  1.738  -5.715
O  7.361  1.220  -5.261
O  9.530  1.794  -5.099
H  11.236  2.898  -5.560
H  10.994  1.421  -6.505
H  9.481  4.070  -6.749
H  10.010  2.987  -8.051
C  2.984  -5.660  -7.504
C  3.362  -7.082  -7.152
O  2.715  -7.263  -5.885
C  1.683  -6.391  -5.808
O  0.855  -6.398  -4.956
O  1.726  -5.506  -6.829
H  2.869  -5.496  -8.571
H  3.687  -4.928  -7.110
H  2.962  -7.811  -7.858
H  4.435  -7.229  -7.059
C  12.711  -1.177  -8.976
C  13.486  -1.340  -7.685
O  13.942  -0.005  -7.434
C  13.114  0.852  -8.071
O  13.118  2.031  -7.927
O  12.271  0.184  -8.893
H  11.862  -1.849  -9.056
H  13.341  -1.289  -9.860
H  12.853  -1.657  -6.854
H  14.329  -2.020  -7.771

Atoms 1-2, force components in eV/Å:
C -0.021 0.261 -0.716
C -0.471 -0.254 0.792

DFT (the ωB97M-V functional and the def2-TZVPD basis) results for 14 unconnected molecules or ions with the total composition C48H74N10O4S4 in a non-equilibrium geometry.

Values from the calculation:
charge	0
energy above the lowest of the compared OMol25 structures with the same formula, charge and spin	401.1	kJ/mol
HOMO-LUMO gap	7.5974	eV

CARTESIAN COORDINATES (ANGSTROEM)
C  10.154  -12.268  -15.299
S  10.420  -10.620  -14.486
O  10.812  -10.988  -13.038
C  11.756  -9.981  -15.490
H  9.235  -12.164  -15.875
H  10.099  -13.097  -14.594
H  10.895  -12.564  -16.042
H  11.575  -10.144  -16.553
H  12.656  -10.546  -15.246
H  12.108  -8.987  -15.214
C  11.493  -10.080  -9.262
S  12.313  -8.441  -9.324
O  11.245  -7.384  -9.575
C  12.687  -8.406  -7.545
H  10.727  -10.283  -8.514
H  12.217  -10.853  -9.004
H  11.054  -10.240  -10.247
H  11.799  -8.659  -6.966
H  12.864  -7.369  -7.259
H  13.586  -8.973  -7.307
C  10.747  -13.924  -8.239
S  9.831  -13.198  -6.777
O  10.618  -11.993  -6.240
C  8.571  -12.456  -7.924
H  10.255  -14.891  -8.346
H  11.798  -14.045  -7.976
H  10.608  -13.508  -9.237
H  9.037  -11.743  -8.605
H  7.786  -11.961  -7.352
H  8.044  -13.277  -8.409
C  7.882  -10.502  -11.917
S  6.819  -11.131  -13.247
O  6.275  -12.471  -12.700
C  5.476  -9.754  -13.167
H  8.740  -11.150  -11.741
H  7.377  -10.495  -10.951
H  8.279  -9.510  -12.132
H  4.826  -10.017  -14.002
H  5.843  -8.738  -13.309
H  4.988  -9.698  -12.193
N  10.173  -10.629  -2.943
C  10.750  -9.745  -3.757
C  10.382  -8.446  -3.427
C  9.514  -8.550  -2.336
C  9.300  -9.923  -2.129
H  10.266  -11.633  -2.988
H  11.326  -10.125  -4.588
H  10.789  -7.581  -3.928
H  9.008  -7.748  -1.819
H  8.566  -10.412  -1.505
N  16.298  -7.850  -13.746
C  15.311  -8.694  -14.131
C  14.533  -8.977  -12.936
C  15.064  -8.112  -11.928
C  16.214  -7.502  -12.426
H  17.001  -7.509  -14.386
H  15.152  -9.035  -15.144
H  13.711  -9.677  -12.913
H  14.766  -8.008  -10.895
H  16.863  -6.777  -11.957
N  9.556  -6.317  -13.544
C  10.590  -6.877  -12.847
C  11.744  -6.447  -13.391
C  11.464  -5.423  -14.298
C  10.134  -5.541  -14.527
H  8.584  -6.515  -13.356
H  10.418  -7.617  -12.078
H  12.707  -6.788  -13.043
H  12.182  -4.800  -14.811
H  9.451  -5.062  -15.213
N  12.241  -4.920  -10.569
C  11.713  -3.936  -11.297
C  11.944  -2.747  -10.600
C  12.720  -3.024  -9.464
C  12.794  -4.382  -9.409
H  12.024  -5.888  -10.757
H  11.119  -4.167  -12.169
H  11.628  -1.749  -10.868
H  13.185  -2.326  -8.784
H  13.074  -4.965  -8.544
N  8.697  -8.088  -8.918
C  7.652  -8.029  -9.828
C  6.530  -8.541  -9.096
C  6.902  -8.928  -7.802
C  8.257  -8.641  -7.741
H  9.660  -7.803  -9.029
H  7.757  -7.522  -10.776
H  5.528  -8.775  -9.426
H  6.348  -9.259  -6.937
H  8.983  -8.743  -6.947
N  17.962  -6.525  -9.181
C  18.466  -6.576  -7.895
C  17.356  -6.693  -7.031
C  16.184  -6.512  -7.821
C  16.618  -6.294  -9.119
H  18.512  -6.493  -10.027
H  19.539  -6.699  -7.890
H  17.499  -6.936  -5.988
H  15.170  -6.449  -7.454
H  16.101  -6.120  -10.052
N  12.579  -12.657  -12.107
C  12.884  -13.424  -13.244
C  13.682  -14.461  -12.828
C  13.811  -14.354  -11.421
C  13.095  -13.191  -10.997
H  12.025  -11.814  -12.152
H  12.675  -13.177  -14.275
H  14.203  -15.163  -13.463
H  14.486  -14.994  -10.872
H  12.848  -12.802  -10.020
N  16.241  -9.610  -8.483
C  16.228  -10.307  -7.323
C  16.151  -11.648  -7.667
C  16.033  -11.810  -9.058
C  16.063  -10.520  -9.494
H  16.408  -8.625  -8.629
H  16.309  -9.793  -6.376
H  16.163  -12.529  -7.044
H  15.937  -12.705  -9.654
H  16.110  -10.180  -10.518
N  12.773  -12.512  -4.891
C  13.834  -11.683  -5.119
C  14.860  -12.051  -4.194
C  14.268  -12.822  -3.201
C  13.064  -13.265  -3.734
H  12.008  -12.544  -5.549
H  13.719  -11.076  -6.004
H  15.842  -11.608  -4.263
H  14.554  -13.113  -2.201
H  12.259  -13.873  -3.349
N  14.714  -4.692  -5.608
C  13.442  -4.252  -6.016
C  12.492  -5.006  -5.362
C  13.184  -6.065  -4.750
C  14.498  -5.821  -4.846
H  15.633  -4.302  -5.758
H  13.329  -3.330  -6.568
H  11.434  -4.827  -5.244
H  12.943  -6.884  -4.090
H  15.304  -6.424  -4.454

Atoms 1-2, force components in eV/Å:
C 0.112 0.379 -0.812
S -0.972 -1.228 1.419

DFT (the ωB97M-V functional and the def2-TZVPD basis) results for 6 unconnected molecules or ions with the total composition C48H77Cl2NO7.

Values from the calculation:
charge	0
HOMO-LUMO gap	8.4617	eV

CARTESIAN COORDINATES (ANGSTROEM)
C  1.518  -1.647  5.047
C  1.633  -0.888  4.128
C  1.773  0.045  3.010
C  0.647  1.067  2.971
C  0.609  2.066  3.941
C  -0.396  3.046  3.909
C  -1.384  3.027  2.914
C  -2.444  4.099  2.827
C  -3.858  3.672  3.277
C  -4.930  4.187  2.324
C  -6.367  3.953  2.792
C  -6.915  2.590  2.353
C  -8.403  2.401  2.687
C  -8.693  1.027  3.317
C  -8.670  -0.097  2.266
C  -7.955  -1.388  2.713
C  -1.381  1.987  1.976
C  -2.444  1.966  0.901
C  -3.744  1.196  1.193
C  -3.621  -0.168  1.874
N  -4.704  -0.302  2.891
C  -0.357  1.018  2.006
C  -0.302  -0.048  0.930
Cl  -0.331  -1.704  1.615
C  0.875  0.234  -0.070
C  0.310  0.724  -1.399
Cl  1.947  -1.146  -0.389
C  -0.341  4.091  4.992
O  -0.615  5.259  4.851
C  0.160  3.615  6.306
C  1.105  2.691  6.332
C  1.614  2.140  5.052
O  2.772  1.813  4.956
H  1.403  -2.371  5.814
H  1.798  -0.538  2.093
H  2.727  0.558  3.072
H  -2.157  4.967  3.397
H  -2.490  4.435  1.789
H  -4.062  4.121  4.252
H  -3.918  2.593  3.424
H  -4.759  5.262  2.217
H  -4.803  3.765  1.324
H  -6.457  4.081  3.872
H  -6.999  4.716  2.330
H  -6.320  1.799  2.817
H  -6.740  2.513  1.279
H  -8.740  3.202  3.344
H  -8.979  2.465  1.762
H  -7.914  0.840  4.058
H  -9.652  1.066  3.833
H  -8.154  0.283  1.383
H  -9.693  -0.316  1.966
H  -7.177  -1.669  2.007
H  -8.644  -2.228  2.785
H  -7.466  -1.243  3.673
H  -2.015  1.588  -0.019
H  -2.730  2.986  0.653
H  -4.215  1.039  0.223
H  -4.451  1.784  1.770
H  -3.777  -0.976  1.161
H  -2.655  -0.301  2.358
H  -4.471  0.323  3.659
H  -4.633  -1.228  3.303
H  -1.208  -0.027  0.348
H  1.465  1.045  0.350
H  -0.423  0.013  -1.783
H  1.098  0.865  -2.133
H  -0.212  1.670  -1.244
H  -0.191  4.099  7.205
H  1.582  2.360  7.242
C  6.176  -2.591  -1.875
C  4.822  -2.863  -2.526
C  4.851  -1.903  -3.707
O  6.221  -1.787  -4.098
C  7.060  -2.361  -3.092
H  6.535  -3.402  -1.242
H  6.122  -1.684  -1.268
H  4.776  -3.897  -2.879
H  3.976  -2.689  -1.865
H  4.479  -0.913  -3.421
H  4.269  -2.257  -4.560
H  7.466  -3.307  -3.471
H  7.894  -1.685  -2.896
C  10.738  -3.288  0.421
C  10.797  -4.310  -0.714
C  9.632  -5.224  -0.370
O  8.657  -4.404  0.284
C  9.234  -3.140  0.609
H  11.225  -2.344  0.184
H  11.197  -3.693  1.326
H  10.614  -3.817  -1.672
H  11.743  -4.844  -0.782
H  9.940  -6.023  0.315
H  9.178  -5.671  -1.250
H  8.830  -2.387  -0.079
H  8.951  -2.867  1.626
C  -5.222  -0.570  -4.188
C  -6.331  0.466  -4.018
C  -6.460  0.533  -2.502
O  -5.156  0.264  -1.979
C  -4.310  -0.236  -3.016
H  -4.710  -0.514  -5.147
H  -5.627  -1.578  -4.075
H  -6.007  1.431  -4.414
H  -7.265  0.193  -4.507
H  -7.153  -0.227  -2.127
H  -6.790  1.508  -2.144
H  -3.586  0.543  -3.287
H  -3.762  -1.101  -2.639
C  8.349  -6.768  -5.746
C  7.180  -6.296  -4.884
C  7.795  -6.325  -3.492
O  9.187  -6.035  -3.662
C  9.530  -6.108  -5.048
H  8.265  -6.479  -6.793
H  8.438  -7.855  -5.697
H  6.902  -5.274  -5.153
H  6.294  -6.923  -4.964
H  7.695  -7.314  -3.032
H  7.359  -5.586  -2.817
H  9.694  -5.092  -5.424
H  10.459  -6.670  -5.153
C  -3.120  4.802  -3.531
C  -1.595  4.878  -3.566
C  -1.258  4.988  -2.084
O  -2.280  4.267  -1.390
C  -3.357  3.966  -2.280
H  -3.558  4.357  -4.423
H  -3.543  5.801  -3.404
H  -1.182  3.956  -3.981
H  -1.210  5.715  -4.147
H  -1.271  6.030  -1.748
H  -0.288  4.557  -1.834
H  -3.338  2.893  -2.508
H  -4.301  4.194  -1.784

Atoms 1-2, force components in eV/Å:
C -0.062 -0.102 -0.064
C 0.120 0.108 0.031

| no. | E (Eh) | HOMO level (eV) |
| --- | --- | --- |
| 1 | -8016.8042 | -11.839 |
| 2 | -4314.3480 | -7.472 |
| 3 | -3376.8392 | -9.162 |